[1]
Here is a structure of composition C7H18CrO9 from the Open Molecules 2025 dataset. Energies are from wB97M-V/def2-TZVPD.

```
35
Properties=species:S:1:pos:R:3
Cr 8.18 0.17 -13.09
C 6.63 -1.42 -14.08
O 7.12 -1.68 -12.98
O 6.22 -0.31 -13.83
O 7.68 -1.13 -14.63
C 10.66 -1.13 -11.85
C 10.84 -1.34 -13.37
O 10.22 -0.23 -14.03
O 9.32 -0.93 -11.52
H 11.28 -0.27 -11.57
H 11.05 -2.06 -11.44
H 10.43 -2.33 -13.60
H 11.88 -1.17 -13.64
H 10.88 -0.02 -14.70
H 9.19 -1.41 -10.70
C 7.44 2.09 -15.52
C 7.55 3.64 -15.69
O 7.24 4.19 -14.41
O 8.45 1.71 -14.63
H 7.58 1.64 -16.50
H 6.45 1.75 -15.19
H 6.86 3.96 -16.47
H 8.58 3.82 -16.00
H 8.06 4.22 -13.92
H 9.31 1.98 -14.97
C 8.97 2.39 -11.03
C 7.42 2.33 -11.14
O 7.13 0.95 -11.43
O 9.57 1.75 -12.17
H 9.37 1.95 -10.11
H 9.29 3.42 -10.88
H 7.13 3.00 -11.96
H 6.83 2.64 -10.28
H 6.24 0.67 -11.19
H 10.48 2.04 -12.21
```

Orbital gap (spin up / spin down)   6.3 / 6.9 eV
Spin multiplicity   5
Total charge   +2

=====

[2]
Here is a structure of composition C24H60As3S2SbSi3Ti from the Open Molecules 2025 dataset. Energies are from wB97M-V/def2-TZVPD.

```
94
Properties=species:S:1:pos:R:3
Ti 0.10 -0.30 0.75
C 2.14 -2.01 4.78
C 1.87 -1.44 3.42
S 0.19 -1.24 2.96
C 2.86 -1.13 2.56
C 4.31 -1.33 2.93
S 2.53 -0.47 0.97
H 1.23 -2.41 5.23
H 2.53 -1.25 5.47
H 2.88 -2.82 4.74
H 4.52 -0.94 3.93
H 4.97 -0.84 2.22
H 4.57 -2.39 2.94
C -1.96 -3.65 1.59
As -0.49 -2.89 0.56
C 0.96 -4.04 1.17
C -1.97 0.35 0.66
C -2.57 1.55 1.44
C -4.01 1.80 0.99
C -1.75 2.82 1.15
As 0.15 2.39 1.07
C 0.91 4.08 0.47
C 0.77 2.52 2.92
C -2.56 1.20 2.93
As -3.43 2.48 4.17
C -1.99 2.60 5.49
C -4.49 1.15 5.14
H -2.02 -4.72 1.40
H -2.89 -3.18 1.29
H -1.78 -3.47 2.65
H 1.04 -3.95 2.25
H 1.89 -3.70 0.72
H 0.76 -5.07 0.89
H -2.61 -0.52 0.88
H -2.15 0.55 -0.41
H -4.05 1.90 -0.10
H -4.44 2.71 1.42
H -4.65 0.96 1.27
H -1.95 3.63 1.86
H -1.99 3.19 0.15
H 0.62 4.84 1.19
H 0.53 4.34 -0.52
H 1.99 4.01 0.43
H 0.29 3.36 3.43
H 1.85 2.69 2.88
H 0.59 1.59 3.45
H -1.55 1.03 3.30
H -3.08 0.25 3.06
H -1.23 3.32 5.17
H -1.52 1.63 5.65
H -2.41 2.96 6.43
H -5.29 0.80 4.50
H -4.92 1.62 6.03
H -3.87 0.31 5.44
C 1.94 -2.28 -5.01
Si 1.97 -2.32 -3.15
C 1.29 -3.95 -2.58
C 3.69 -2.05 -2.51
Sb 0.61 -0.44 -2.11
Si -1.58 -0.42 -3.39
C -2.60 -1.79 -2.66
C -2.47 1.21 -3.15
C -1.34 -0.73 -5.22
Si 1.84 1.58 -3.08
C 0.59 2.95 -3.25
C 3.20 2.01 -1.89
C 2.60 1.31 -4.76
H 2.74 -2.92 -5.38
H 2.08 -1.28 -5.43
H 1.00 -2.67 -5.40
H 1.96 -4.76 -2.91
H 0.30 -4.14 -3.01
H 1.20 -4.00 -1.50
H 4.33 -2.89 -2.80
H 3.70 -1.95 -1.43
H 4.13 -1.14 -2.93
H -2.82 -1.59 -1.61
H -2.09 -2.75 -2.71
H -3.55 -1.88 -3.20
H -2.16 1.74 -2.24
H -3.54 1.01 -3.06
H -2.31 1.87 -4.00
H -1.08 -1.77 -5.41
H -0.55 -0.10 -5.64
H -2.27 -0.51 -5.75
H -0.05 3.05 -2.38
H -0.06 2.74 -4.10
H 1.08 3.91 -3.43
H 2.89 1.98 -0.85
H 3.60 3.00 -2.13
H 4.02 1.28 -1.98
H 1.85 1.12 -5.53
H 3.32 0.49 -4.77
H 3.14 2.22 -5.03
```

Orbital gap (spin up / spin down)   6.9 / 6.2 eV
Spin multiplicity   3
Total charge   0

=====

Quick rundown of E_tot, same order as above: -54373.743 -283336.183 eV